Entry 1:
The following is a quantum chemistry calculation of a molecular structure, C33H104B4F3N8O12PtSV in a non-equilibrium geometry, from the Open Molecules 2025 dataset.

Calculated values
Highest occupied orbital energy (spin up / spin down), eV: 0.80 / -1.28
E_LUMO (spin up / spin down), hartree: 0.1321 / 0.1314
F_max, eV Å⁻¹: 4.61
Orbital gap (spin up / spin down), eV: 2.7947 / 4.8538

The geometry in ORCA input format:
```
! wB97M-V def2-TZVPD RIJCOSX def2/J DEFGRID3
* xyz -2 5
C 20.694 13.147 25.955
C 20.363 6.125 29.930
C 22.765 8.867 30.062
H 14.175 4.434 19.692
N 18.997 4.968 28.319
O 19.743 8.585 21.499
H 15.347 10.922 29.739
H 18.159 7.902 21.559
H 12.798 9.328 22.978
H 12.866 8.876 30.471
H 19.418 5.974 21.875
B 18.126 4.767 24.234
H 15.745 8.727 21.905
H 21.136 6.039 30.694
O 18.326 10.242 24.391
C 14.173 7.632 20.195
O 17.919 7.906 23.819
H 13.062 5.194 20.900
H 21.017 4.504 28.830
H 20.591 11.906 24.172
H 16.005 11.160 23.048
O 16.262 4.868 22.283
H 17.165 15.574 22.954
H 17.614 16.207 21.281
H 21.339 13.396 21.989
H 22.714 12.914 26.198
H 18.147 5.596 24.924
H 21.921 12.090 27.634
H 16.503 5.448 28.631
H 19.859 4.751 19.794
C 23.532 7.013 28.938
H 23.087 13.718 22.205
H 13.407 7.048 22.335
H 20.562 6.823 29.117
C 21.824 12.436 26.605
H 14.963 12.127 20.683
C 13.790 9.859 28.865
C 17.017 13.120 22.179
C 12.866 9.874 30.033
H 22.780 10.794 29.242
H 18.276 9.089 28.276
H 23.399 6.206 28.217
H 16.251 6.803 25.144
H 16.869 6.552 27.464
H 19.858 1.417 31.844
H 15.636 5.182 25.624
H 17.095 4.460 24.319
H 17.940 10.600 29.160
N 13.596 8.591 28.127
H 17.752 9.064 29.867
C 20.067 8.300 25.529
H 13.741 9.903 21.632
H 18.437 5.206 23.298
H 21.639 11.993 31.038
C 22.237 13.128 22.546
H 23.515 1.350 20.536
H 22.400 3.952 19.353
H 23.812 8.939 30.355
O 21.985 13.472 23.842
N 16.564 10.734 22.322
H 24.728 4.565 20.058
H 18.589 2.538 32.415
H 15.213 6.460 27.953
H 24.600 7.228 28.900
H 23.615 3.699 22.209
H 23.185 1.595 18.829
H 21.958 3.382 21.910
C 18.887 5.232 19.900
H 19.444 6.492 30.387
H 15.055 8.148 19.815
H 17.910 11.555 20.889
O 16.247 9.624 28.359
H 20.935 14.197 26.119
H 18.146 5.326 28.727
C 20.738 9.393 21.856
H 19.837 13.514 24.002
C 14.001 7.783 21.790
Pt 15.519 8.170 26.848
H 22.439 5.646 23.368
H 22.358 12.055 22.396
C 17.741 15.434 22.039
H 19.388 5.783 27.869
C 13.581 5.311 19.949
C 15.907 11.818 20.233
C 16.945 11.738 21.361
N 24.526 3.657 19.665
O 22.637 5.218 21.333
H 17.653 12.897 23.036
H 20.475 10.228 22.507
N 19.461 12.721 26.526
H 18.572 3.742 30.460
H 11.866 9.858 29.600
H 18.103 4.567 20.263
H 15.113 8.666 23.197
O 22.786 8.194 28.770
H 15.158 5.757 24.172
H 18.554 5.562 18.916
N 20.905 10.138 29.271
H 12.771 5.574 19.269
B 14.582 9.648 25.357
H 13.962 8.832 25.696
C 19.661 2.400 32.272
H 21.941 1.683 20.122
H 12.332 8.909 21.503
S 18.307 8.840 24.870
H 20.211 2.429 33.213
F 20.715 9.448 26.025
H 17.584 7.424 20.172
H 18.774 15.547 22.367
H 20.317 7.683 19.638
O 14.496 6.309 19.857
C 20.705 12.971 24.377
H 14.062 10.419 24.810
C 13.270 9.012 22.048
C 22.137 10.251 29.934
H 21.759 11.480 26.085
N 15.327 8.000 22.469
H 15.325 9.251 30.280
O 17.403 8.692 26.008
H 20.751 11.017 28.798
H 25.214 3.019 20.038
H 23.366 6.484 29.876
H 24.131 5.862 22.818
H 15.052 10.144 26.192
H 13.220 7.755 19.681
C 19.629 3.600 30.237
C 17.573 9.598 28.934
H 13.083 10.693 30.719
F 20.004 7.496 26.553
C 19.068 6.393 20.932
H 14.536 6.540 25.631
H 16.063 13.482 22.563
H 16.262 12.589 19.550
B 16.227 6.445 28.324
H 12.683 8.684 27.707
H 21.327 9.773 21.022
H 19.591 2.675 29.662
H 22.890 6.972 22.520
H 20.830 9.391 28.595
H 19.263 11.818 26.119
F 20.733 7.667 24.613
O 17.595 14.165 21.456
C 23.082 5.900 22.525
H 18.693 3.902 24.541
C 22.953 1.961 19.829
H 22.987 11.104 31.666
H 13.322 7.832 28.735
H 22.191 8.268 30.770
C 20.078 4.759 29.323
C 20.146 7.453 20.690
H 15.377 9.273 24.732
N 17.799 7.079 21.097
C 15.250 9.891 29.400
B 15.411 6.126 25.154
H 17.492 10.642 22.709
H 15.797 10.834 19.777
V 16.633 6.229 23.123
C 22.831 3.866 21.470
C 22.004 10.980 31.211
H 16.389 7.211 29.066
H 21.303 10.535 31.917
H 21.485 8.876 22.458
O 20.247 3.435 31.450
C 23.127 3.463 20.002
H 21.118 7.001 20.885
H 13.496 10.770 28.343
H 18.699 13.335 26.274
*
```



Entry 2:
The following is a quantum chemistry calculation of 2 unconnected molecules or ions with the total composition C33H14BF15 in a non-equilibrium geometry, from the Open Molecules 2025 dataset.

Calculated values
Highest occupied orbital energy, eV: -8.06
E_LUMO, hartree: -0.0760
F_max, eV Å⁻¹: 3.51
Orbital gap, eV: 5.9882

The geometry in ORCA input format:
```
! wB97M-V def2-TZVPD RIJCOSX def2/J DEFGRID3
* xyz 0 1
F 2.818 2.867 -4.026
B -0.531 2.869 0.612
C -0.079 2.911 2.073
H 4.088 -6.178 -1.711
C -4.646 3.344 -0.821
H 6.286 -5.475 -0.723
F -3.941 5.426 -1.679
F 1.141 0.651 -3.606
H -2.603 -0.870 -1.073
C 0.638 -3.114 0.079
C 0.532 2.611 -0.544
C -2.032 2.901 0.141
H -0.192 -1.876 -0.928
F 1.847 4.645 5.273
C 0.408 1.668 -1.590
F -2.774 0.748 0.888
C 1.256 1.632 -2.694
C -0.181 4.214 4.134
F 3.389 4.448 -1.898
C 1.691 3.392 -0.613
H 0.647 -4.034 -0.487
C -3.313 -4.732 -1.104
H -0.754 -1.548 0.647
C -3.037 1.936 0.297
C 1.762 2.891 3.675
C -2.121 -4.255 -0.561
C -2.374 4.079 -0.531
H 4.279 -2.272 1.402
F -0.856 5.029 4.964
H -5.183 -4.203 -2.070
C -3.653 4.296 -1.017
C -1.898 -2.878 -0.508
F 2.155 4.013 0.486
F -1.426 5.044 -0.726
C -4.284 -3.828 -1.571
H 2.093 -1.645 0.683
C 3.050 -3.443 0.071
C 1.149 3.920 4.384
C 4.161 -5.309 -1.051
C -4.063 -2.430 -1.523
H -1.342 -4.915 -0.167
C 1.878 -2.646 0.336
C 2.245 2.619 -2.834
F -5.923 3.633 -1.121
H 2.078 -4.850 -1.283
C 2.471 3.480 -1.765
C -2.833 -1.959 -1.033
F 1.401 1.070 2.222
C 5.380 -4.927 -0.464
C 4.278 -3.107 0.689
C 5.421 -3.854 0.453
F 2.970 2.461 4.107
C -0.809 3.612 3.055
H -3.456 -5.805 -1.171
C -0.569 -2.301 -0.083
F -2.141 3.535 3.056
C -4.328 2.158 -0.162
C 3.014 -4.561 -0.803
F -5.312 1.262 0.030
C 1.072 2.297 2.619
H 6.357 -3.601 0.965
F -0.499 0.667 -1.482
H -4.806 -1.715 -1.919
*
```



Entry 3:
The following is a quantum chemistry calculation of a molecular structure, C33H16Cl9FeN4O4Se in a non-equilibrium geometry, from the Open Molecules 2025 dataset.

Calculated values
Highest occupied orbital energy (spin up / spin down), eV: -7.33 / -7.41
ΔE to the lowest compared entry with this formula, charge and spin, kcal per mole: 74.8
E_LUMO (spin up / spin down), hartree: -0.0772 / -0.0766
F_max, eV Å⁻¹: 1.65
Orbital gap (spin up / spin down), eV: 5.2330 / 5.3288

The geometry in ORCA input format:
```
! wB97M-V def2-TZVPD RIJCOSX def2/J DEFGRID3
* xyz 0 2
H 3.435 -4.777 1.840
C -3.414 -2.766 -2.453
Cl 2.866 7.995 -2.128
H 1.063 6.634 -0.404
H 4.997 2.457 -1.411
C 0.174 -0.380 -2.203
Cl 2.388 0.478 -3.486
Cl 1.002 3.236 -3.641
C 0.541 -6.460 1.277
Cl 0.897 -1.946 -2.365
C 4.052 5.618 -1.614
C 2.001 4.754 0.038
C 5.331 3.481 -1.249
C 1.216 1.486 0.738
H -3.596 -3.393 -3.313
C 1.855 -6.226 1.652
C -0.218 -5.428 0.761
N -1.045 -0.761 1.404
H -5.420 -2.903 -1.648
Se -7.163 -1.350 2.007
O 1.579 0.351 0.270
N -5.657 -0.859 2.794
C -2.829 -0.497 3.490
C -2.355 -0.948 1.160
C -5.073 -1.596 0.667
C 2.412 -4.960 1.544
H 1.991 3.072 2.008
H -1.462 -2.201 -3.085
C -2.213 -2.142 -2.316
C 0.840 0.698 -2.790
O 0.080 1.967 0.775
Fe 0.231 -1.199 -0.154
C 0.293 -4.119 0.610
C 1.628 -3.942 1.049
H 5.898 3.818 -2.115
O 3.336 2.763 0.454
C 4.149 4.377 -1.011
Cl 2.186 -2.305 0.935
N -6.352 -1.826 0.512
Cl -1.858 -5.702 0.290
C 3.118 3.954 -0.158
C -4.682 -1.063 1.942
C 1.925 6.003 -0.564
O -0.388 -3.150 0.104
H 0.104 -7.442 1.391
C -4.090 -1.831 -0.370
H 0.447 -0.369 2.732
H 1.171 4.411 0.642
N -1.899 -1.349 -1.239
C -0.625 -0.481 2.620
C -1.612 1.103 -1.509
C 0.257 1.956 -2.794
C -0.964 2.151 -2.138
Cl 2.800 -7.522 2.305
C -1.480 -0.326 3.704
H 4.847 5.954 -2.268
C -1.069 -0.211 -1.521
Cl -1.684 3.701 -2.151
C -2.785 -1.343 -0.157
C -3.286 -0.826 2.218
H -3.550 -0.397 4.290
Cl -3.116 1.439 -0.762
C -4.415 -2.530 -1.516
C 2.953 6.432 -1.378
H 2.951 1.565 1.999
C 2.392 2.270 1.385
H 5.987 3.481 -0.376
H -1.091 -0.080 4.680
*
```



Entry 4:
The following is a quantum chemistry calculation of a molecular structure, C33H18N8Sn in a non-equilibrium geometry, from the Open Molecules 2025 dataset.

Calculated values
Highest occupied orbital energy (spin up / spin down), eV: -6.57 / -6.11
E_LUMO (spin up / spin down), hartree: -0.0567 / -0.0708
F_max, eV Å⁻¹: 3.24
Orbital gap (spin up / spin down), eV: 5.0285 / 4.1831

The geometry in ORCA input format:
```
! wB97M-V def2-TZVPD RIJCOSX def2/J DEFGRID3
* xyz 0 1
C -2.002 2.338 -2.549
C -2.793 3.996 -4.147
H -1.284 4.633 -5.631
C 2.872 0.329 0.564
C 2.063 -2.344 2.941
C -3.480 -2.214 0.906
H 0.409 3.128 -4.797
N -3.059 0.783 -0.987
C -6.236 -1.839 0.672
C 3.011 -2.624 3.934
H 3.958 -2.143 3.978
C 2.043 -1.450 1.782
C 0.596 -4.102 3.862
C 5.875 2.713 0.545
H 5.474 0.966 1.748
N 1.359 2.257 -1.957
C 4.191 3.309 -1.053
H -4.061 2.980 -2.727
H -6.434 -3.585 1.895
Sn 0.274 -0.818 -0.878
C -5.760 -2.903 1.396
N -1.669 -1.070 -0.053
N 1.941 0.458 -0.434
N 0.837 -1.644 1.091
C -5.378 -0.930 0.047
H -3.665 4.609 -4.456
H 3.746 3.972 -1.819
C -1.957 1.384 -1.457
C -3.036 3.084 -3.125
C 0.849 -3.084 2.928
C -3.984 -1.132 0.133
C -2.885 -0.382 -0.361
C 0.469 0.036 -2.969
H 1.372 -0.032 -3.565
H 5.987 4.451 -0.753
C 2.728 -3.602 4.909
C -1.544 3.981 -4.737
C -4.388 -3.101 1.505
C 0.065 -2.551 1.782
H -0.414 -0.188 -3.621
H 3.425 -3.723 5.765
H -4.045 -3.894 2.150
H -5.790 -0.008 -0.416
C 2.144 1.667 -1.116
C -1.995 -2.104 0.823
C 3.451 2.169 -0.645
C -0.718 2.430 -3.093
C 5.427 3.543 -0.471
N -0.639 1.119 -1.189
N 3.078 -0.610 1.544
C 5.148 1.597 0.958
H 6.800 2.908 1.061
H -0.358 -4.672 3.766
N -1.235 -2.856 1.616
C 1.572 -4.402 4.821
H -7.333 -1.598 0.649
C 3.882 1.374 0.401
C -0.526 3.190 -4.257
H 1.401 -5.254 5.445
C 0.221 1.460 -2.355
*
```



Entry 5:
The following is a quantum chemistry calculation of a molecular structure, C33H19Cl5CoF6N7O5S3 in a non-equilibrium geometry, from the Open Molecules 2025 dataset.

Calculated values
Highest occupied orbital energy (spin up / spin down), eV: -7.11 / -7.11
ΔE to the lowest compared entry with this formula, charge and spin, kcal per mole: 39.2
E_LUMO (spin up / spin down), hartree: -0.0757 / -0.0738
F_max, eV Å⁻¹: 2.24
Orbital gap (spin up / spin down), eV: 5.0518 / 5.1057

The geometry in ORCA input format:
```
! wB97M-V def2-TZVPD RIJCOSX def2/J DEFGRID3
* xyz 0 1
C 2.917 0.269 3.595
H 3.083 -0.330 5.623
C 3.088 2.211 -3.220
H 4.147 -1.183 2.531
H 3.202 8.625 -6.906
C 2.217 7.351 -5.491
H 3.691 2.818 -3.882
F -0.274 -3.652 -3.157
H 1.323 12.591 -7.250
H -2.334 4.948 -1.293
S -0.133 2.247 2.411
S 0.805 -3.389 -0.762
H -2.404 1.147 0.671
H 2.722 -1.067 0.544
F 1.749 -4.369 -3.061
H -3.467 3.340 0.211
C -3.462 -2.062 -0.577
Cl -4.460 -2.293 -1.957
O 1.787 10.704 -6.743
F 4.236 -6.316 0.498
C 3.656 0.246 4.896
C 1.016 5.965 -3.847
C 2.396 8.518 -6.195
Co 0.130 -0.209 -0.333
C 0.127 4.421 -2.542
C 3.293 -0.524 2.512
H -0.089 11.590 -6.845
O -0.482 -3.913 -0.459
C 1.170 7.223 -4.574
H 2.884 6.514 -5.636
C 1.133 1.093 2.399
H 4.409 0.526 -3.167
C -2.284 -1.340 -0.667
N 1.394 0.296 1.328
F 1.357 -2.250 -3.118
C -1.430 -1.106 0.386
C -0.143 2.361 -1.348
N -0.063 5.682 -3.049
O 3.835 -3.066 -1.342
O 3.970 -3.565 1.065
Cl -5.259 -3.492 0.836
C 2.490 -0.467 1.402
N 1.509 0.671 -1.524
C -1.932 1.862 0.016
H -0.861 6.274 -2.905
C 3.480 0.957 -2.828
C -1.890 3.984 -1.084
C -3.802 -2.595 0.662
C 4.196 -5.571 -0.603
N 1.929 -4.309 -0.221
H -0.193 10.305 -4.915
O 1.035 -1.973 -0.409
N 1.874 4.969 -3.873
Cl -3.357 -3.110 3.269
C 1.868 2.715 -2.746
N -0.778 1.505 -0.519
S 3.472 -3.910 -0.231
C -2.522 3.099 -0.251
C 0.925 -3.417 -2.645
H 2.937 -0.788 -1.674
C 0.318 8.302 -4.385
H 4.636 -0.210 4.789
C -2.951 -2.412 1.752
C 0.486 9.486 -5.090
F 3.496 -6.211 -1.532
H 3.753 1.258 5.283
Cl -1.727 -0.713 -2.201
H -0.492 8.251 -3.669
C 1.334 4.005 -3.068
C 1.530 9.599 -6.003
C 1.112 1.909 -1.893
C -1.768 -1.677 1.604
N 1.877 1.074 3.513
C -0.664 3.626 -1.660
Cl -0.695 -1.548 2.946
C 0.942 11.828 -6.577
F 5.444 -5.392 -1.049
H 0.977 12.201 -5.552
C 2.658 0.208 -1.973
*
```